C3H10N2 in the gas phase, computed with the ωB97M-V functional and the def2-TZVPD basis.

Atoms and positions in Å:
N 0.61027 -1.06373 0.83218
C 0.52146 0.30247 0.11550
C 1.65630 0.25076 -0.88694
C -0.84230 0.35741 -0.53025
N -1.94205 0.28220 0.50883
H 1.59988 -1.20549 0.92804
H -0.02562 -0.96666 1.60507
H 0.62038 1.03902 0.91736
H 1.70848 1.13374 -1.53064
H 2.60588 0.12534 -0.36559
H 1.45688 -0.52207 -1.63117
H -0.90614 -0.46126 -1.25030
H -0.97562 1.29076 -1.08043
H -1.79806 -0.65880 0.85964
H -2.77821 0.24639 -0.06470

Values from the calculation:
electronic energy: -6252.8630 eV
energy above the lowest of the compared OMol25 structures with the same formula, charge and spin: 54.54 kJ/mol
2S+1: 1

***

2 unconnected molecules or ions with the total composition C3H10N2, computed with the ωB97M-V functional and the def2-TZVPD basis.

Atoms and positions in Å:
C 2.93446 -2.29601 -0.26204
N 2.76404 -1.82348 0.89230
H 2.46576 -3.26646 -0.42729
H 3.56058 -1.84093 -1.03001
H 3.11539 -0.87137 0.99748
C -1.02184 0.21559 -0.20232
C -2.27672 1.09835 -0.38665
N -1.97377 2.47300 0.02863
H -0.33782 0.73656 0.46596
H -1.20526 -0.75703 0.26468
H -0.51192 -0.01262 -1.13454
H -2.51997 1.16998 -1.44574
H -3.09535 0.60729 0.14979
H -2.68399 3.08776 -0.35603
H -1.98709 2.59884 1.03454

Values from the calculation:
electronic energy: -6252.1156 eV
energy above the lowest of the compared OMol25 structures with the same formula, charge and spin: 126.66 kJ/mol
2S+1: 1

***

2 unconnected molecules or ions with the total composition C3H10N2, computed with the ωB97M-V functional and the def2-TZVPD basis.

Atoms and positions in Å:
C -1.71090 1.38786 -4.38536
C -2.08380 2.09193 -3.06965
H -0.65810 1.11659 -4.43130
H -2.27327 0.46404 -4.48421
H -1.90654 1.98321 -5.27604
H -1.29860 1.88835 -2.34478
H -3.01088 1.72399 -2.63387
H -2.19775 3.16194 -3.20852
N 2.40024 -2.74613 4.64323
C 1.65303 -1.82118 3.92538
N 2.01365 -0.66258 3.59026
H 2.06848 -3.35075 5.36747
H 3.37476 -2.51099 4.72774
H 0.68205 -2.23000 3.62619
H 2.94763 -0.49626 3.95347

Values from the calculation:
electronic energy: -6252.8069 eV
energy above the lowest of the compared OMol25 structures with the same formula, charge and spin: 59.96 kJ/mol
2S+1: 1

***

2 unconnected molecules or ions with the total composition C3H10N2, computed with the ωB97M-V functional and the def2-TZVPD basis.

Atoms and positions in Å:
C 4.02445 1.46804 3.21070
N 4.07448 1.00228 4.38966
H 3.77253 0.83476 2.35101
H 4.03686 2.55025 3.03837
H 3.98713 1.79432 5.02988
C -2.06013 -1.93424 -2.44780
N -2.11130 -0.58230 -1.87016
C -3.22915 0.14873 -2.52524
H -1.48487 -2.60168 -1.76848
H -3.08700 -2.33832 -2.39738
H -1.79503 -1.95867 -3.50102
H -1.14829 -0.27098 -1.89991
H -3.31023 -0.00111 -3.62148
H -3.19296 1.18786 -2.20984
H -4.02302 -0.42173 -2.04401

Values from the calculation:
electronic energy: -6251.4171 eV
energy above the lowest of the compared OMol25 structures with the same formula, charge and spin: 194.05 kJ/mol
2S+1: 1

***

2 unconnected molecules or ions with the total composition C3H10N2, computed with the ωB97M-V functional and the def2-TZVPD basis.

Atoms and positions in Å:
C -1.39852 -5.50885 -0.98725
N -0.86345 -4.18916 -0.91597
H -1.62382 -5.89977 -2.00325
H -2.38943 -5.63414 -0.54659
H -0.78924 -6.32960 -0.60455
H -0.12059 -4.01742 -1.57816
H -1.53628 -3.43279 -0.99680
C 1.83858 2.94978 0.32124
C 0.96929 3.94483 0.43030
N -0.10089 3.96139 1.34175
H 1.77137 2.06168 0.93367
H 2.71826 3.12805 -0.28035
H 0.88757 4.76759 -0.26718
H -0.05596 3.21001 1.99593
H -0.43535 4.88726 1.58774

Values from the calculation:
electronic energy: -6252.0487 eV
energy above the lowest of the compared OMol25 structures with the same formula, charge and spin: 133.12 kJ/mol
2S+1: 1

***

C3H10N2 in the gas phase, computed with the ωB97M-V functional and the def2-TZVPD basis.

Atoms and positions in Å:
C -1.78954 -0.70117 -0.00222
C -0.47104 0.04241 0.30072
C 0.71514 -0.68748 -0.28907
H -2.61555 -0.10356 0.47180
H -1.95417 -0.72920 -1.07245
H -1.78672 -1.69252 0.46560
H -0.36619 0.01914 1.39754
H -1.11133 2.02400 0.26417
H 0.47888 1.73860 -0.14627
H 0.65519 -0.60040 -1.38846
H 0.67959 -1.73956 0.00129
H 2.73833 -0.35395 -0.42764
H 2.16329 -0.19742 1.11231
N -0.48371 1.39243 -0.23486
N 1.96819 -0.00496 0.12994

Values from the calculation:
electronic energy: -6253.3951 eV
energy above the lowest of the compared OMol25 structures with the same formula, charge and spin: 3.21 kJ/mol
2S+1: 1

***

- Which of these has the lowest electronic energy?
  number 6